(1)
The following is a quantum chemistry calculation of C3H6N3P in the gas phase, from the Open Molecules 2025 dataset.

Element x y z (Å)
C (-0.75764, 1.18692, 0.25452)
C (1.53400, 0.29136, 0.14126)
C (2.20166, -1.06626, 0.07990)
N (0.52368, 1.01255, 0.64011)
N (1.87944, 1.50594, -0.17278)
N (-1.53270, 0.15496, 0.27391)
P (-3.20826, 0.26487, -0.12935)
H (-1.04537, 2.23476, -0.07623)
H (2.59790, -1.27691, -0.85837)
H (2.99264, -1.12366, 0.73300)
H (1.37136, -1.80487, 0.39570)
H (-3.46097, -1.10996, 0.12771)
H (-3.09575, -0.26971, -1.40938)

The spin multiplicity is 1. The value obtained for the LUMO energy is 0.71 eV. As for the energy above the lowest of the compared OMol25 structures with the same formula, charge and spin: 4.6269 eV. Its structure (SMILES) is CC1=NN1/C=N/P. The largest force on an atom comes out at 0.097 hartree/bohr. For the HOMO-LUMO gap, the calculation gives 0.34381 Ha. The charge is 0.

Results of the natural (NBO) charge analysis, in e, for atoms 1 through 5:
1. C 0.28
2. C 0.42
3. C -0.68
4. N -0.36
5. N -0.21



(2)
The following is a quantum chemistry calculation of a 2-piece molecular cluster, C9H14O overall, from the Open Molecules 2025 dataset.

Element x y z (Å)
C (1.04459, 2.22055, 0.94410)
C (1.83554, -1.90289, 0.45164)
C (1.90362, -1.45652, 1.68886)
C (1.77951, -1.11952, -0.78523)
C (1.74211, -0.00365, 1.91100)
C (1.56863, 0.24370, -0.53177)
C (1.41245, 0.83351, 0.80574)
O (1.86421, -3.22360, 0.14245)
H (1.82792, -3.78440, 0.96468)
H (2.04738, -2.13065, 2.52973)
H (1.83180, -1.68402, -1.70547)
H (1.82827, 0.48374, 2.81679)
H (1.52832, 0.93420, -1.41756)
H (0.38452, 2.73945, 0.14118)
H (1.89024, 3.03076, 0.89027)
H (0.47840, 2.42067, 1.78567)
C (-3.46198, -0.05445, -1.91602)
C (-2.81734, 0.69305, -0.79339)
H (-3.71151, -1.10315, -1.78903)
H (-4.44286, 0.39159, -2.15975)
H (-2.71848, -0.09025, -2.74995)
H (-2.25967, -0.09041, -0.18133)
H (-3.43572, 1.19071, -0.01703)
H (-2.11993, 1.46157, -1.02559)

The spin multiplicity is 1. The value obtained for the LUMO energy is 0.85 eV. As for the energy above the lowest of the compared OMol25 structures with the same formula, charge and spin: 1.8113 eV. Its structure (SMILES) is Cc1ccc(O)cc1.CC. The largest force on an atom comes out at 0.104 hartree/bohr. For the HOMO-LUMO gap, the calculation gives 0.33328 Ha. The charge is 0.

Results of the natural (NBO) charge analysis, in e, for atoms 1 through 5:
1. C -0.64
2. C 0.31
3. C -0.33
4. C -0.26
5. C -0.16



(3)
The following is a quantum chemistry calculation of C9H17N3OS2 in the gas phase, from the Open Molecules 2025 dataset.

Element x y z (Å)
O (0.21921, 5.76227, 0.33546)
S (0.28278, -0.03628, -2.05264)
N (0.60296, 4.61340, 0.19972)
S (1.50556, 1.67505, -0.04795)
C (1.19424, 0.05872, -0.65666)
N (1.70029, -1.09611, -0.01829)
N (-0.28661, 3.64412, 0.53216)
C (3.89298, -0.55558, 1.13102)
C (0.13835, -3.03076, -0.07467)
C (2.44278, -0.98008, 1.28525)
C (1.47388, -2.44242, -0.59322)
C (-1.49457, 3.89916, 1.34258)
C (-0.23006, 2.26597, 0.05105)
C (-2.17272, 2.51803, 1.34456)
C (-1.04793, 1.53513, 1.08953)
H (4.04152, 0.51151, 0.93645)
H (4.39260, -0.76608, 2.08882)
H (4.34808, -1.15540, 0.35080)
H (0.01893, -4.08253, -0.32417)
H (-0.71281, -2.52153, -0.55994)
H (0.01974, -2.86452, 1.01476)
H (1.88884, -0.32823, 1.95382)
H (2.44292, -1.97682, 1.74047)
H (1.42712, -2.38757, -1.68713)
H (2.28845, -3.08551, -0.27426)
H (-2.13685, 4.62897, 0.86898)
H (-1.21272, 4.17506, 2.38461)
H (-0.64710, 2.22130, -0.94659)
H (-2.85500, 2.44242, 0.51134)
H (-2.68445, 2.35638, 2.27064)
H (-1.47420, 0.58252, 0.76134)
H (-0.43253, 1.35306, 1.97581)

The spin multiplicity is 1. The value obtained for the LUMO energy is 0.26 eV. As for the energy above the lowest of the compared OMol25 structures with the same formula, charge and spin: 0.0000 eV. Its structure (SMILES) is CCN(CC)C(=S)S[C@H]1CCCN1N=O. The largest force on an atom comes out at 0.054 hartree/bohr. For the HOMO-LUMO gap, the calculation gives 0.31087 Ha. The charge is 0.

Results of the natural (NBO) charge analysis, in e, for atoms 1 through 5:
1. O -0.38
2. S -0.17
3. N 0.25
4. S 0.28
5. C -0.08



(4)
The following is a quantum chemistry calculation of C25H48GeNO4SeSiZn as an isolated structure, from the Open Molecules 2025 dataset.

Element x y z (Å)
Zn (-1.04298, 0.77524, 0.65786)
C (4.39248, -1.01107, 1.88203)
C (3.56453, -0.82367, 0.60407)
C (3.34326, -2.18516, -0.05785)
C (4.31345, 0.11101, -0.35150)
O (2.29167, -0.30684, 0.86701)
Ge (1.74171, 0.87252, 2.17497)
O (0.70470, 1.94382, 1.00200)
C (0.95356, 3.27140, 0.56770)
C (1.64100, 4.08626, 1.66397)
C (-0.38574, 3.90845, 0.21901)
C (1.83488, 3.20835, -0.68050)
O (0.12700, -0.10590, 2.32460)
C (-0.41211, -0.51518, 3.57566)
C (0.65336, -1.29626, 4.35158)
C (-0.87527, 0.70622, 4.36922)
C (-1.59600, -1.43346, 3.29118)
H (5.34320, -1.50626, 1.65926)
H (3.83502, -1.62522, 2.59375)
H (4.60137, -0.04992, 2.35718)
H (4.27891, -2.60719, -0.44150)
H (2.62579, -2.07914, -0.86948)
H (2.91199, -2.87894, 0.66738)
H (5.29479, -0.29112, -0.62520)
H (4.45456, 1.08660, 0.12176)
H (3.72251, 0.25616, -1.25726)
H (1.06733, 4.02000, 2.59110)
H (1.70334, 5.13566, 1.36256)
H (2.65054, 3.71924, 1.86349)
H (-1.04229, 3.93380, 1.09070)
H (-0.89701, 3.31621, -0.54348)
H (-0.23622, 4.92422, -0.16174)
H (2.78636, 2.72574, -0.44501)
H (2.03443, 4.20943, -1.07657)
H (1.32675, 2.61214, -1.44054)
H (1.49231, -0.65159, 4.62678)
H (1.03358, -2.10976, 3.72905)
H (0.22638, -1.71860, 5.26618)
H (-0.02708, 1.36354, 4.58326)
H (-1.32984, 0.40401, 5.31851)
H (-1.61385, 1.25297, 3.77721)
H (-1.25806, -2.29832, 2.71386)
H (-2.35472, -0.90081, 2.71372)
H (-2.03687, -1.78396, 4.23018)
C (-0.76668, -0.02332, -3.54541)
C (-0.45767, -0.31378, -2.08166)
O (-0.62737, 0.68097, -1.30726)
H (0.15495, 0.20268, -4.08566)
H (-1.42160, 0.84449, -3.59601)
H (-1.23806, -0.87942, -4.03204)
C (2.21167, -1.56132, -3.54688)
C (1.20961, -2.67702, -3.40490)
C (1.38022, -3.84701, -4.14278)
C (0.48537, -4.89932, -4.05372)
C (-0.60784, -4.77937, -3.20038)
C (-0.80732, -3.63443, -2.44702)
C (-1.97330, -3.50163, -1.51089)
C (0.10614, -2.55678, -2.53620)
N (-0.07389, -1.48868, -1.67680)
H (3.23037, -1.95587, -3.57809)
H (2.13522, -0.86483, -2.71294)
H (2.04881, -0.99444, -4.46820)
H (2.24298, -3.92672, -4.79879)
H (0.63971, -5.80500, -4.62922)
H (-1.31967, -5.59502, -3.11329)
H (-2.58878, -4.40387, -1.52085)
H (-2.59758, -2.64384, -1.76850)
H (-1.62448, -3.30758, -0.49426)
C (-5.01629, 2.09573, -2.59168)
Si (-3.68730, 3.03378, -1.61075)
C (-4.60750, 4.14610, -0.38086)
C (-2.89858, 4.28106, -2.83378)
Se (-3.24656, 1.26128, 1.18079)
H (-5.82562, 2.77043, -2.90459)
H (-5.44173, 1.31093, -1.96304)
H (-4.59653, 1.62428, -3.48440)
H (-5.49210, 4.61483, -0.83776)
H (-3.94498, 4.93875, -0.01977)
H (-4.90350, 3.55033, 0.48110)
H (-3.65472, 4.94810, -3.27407)
H (-2.38123, 3.76790, -3.64926)
H (-2.16319, 4.89936, -2.31267)

The spin multiplicity is 2. The value obtained for the LUMO energy (alpha / beta) is 4.59 / 4.59 eV. As for the energy above the lowest of the compared OMol25 structures with the same formula, charge and spin: 0.0000 eV. The largest force on an atom comes out at 0.014 hartree/bohr. For the HOMO-LUMO gap (alpha / beta), the calculation gives 0.15955 / 0.19263 Ha. The charge is -2.

Results of the natural (NBO) charge analysis, in e, for atoms 1 through 5:
1. Zn 1.56
2. C -0.64
3. C 0.27
4. C -0.62
5. C -0.62



(5)
The following is a quantum chemistry calculation of C4H7BrN2O4 in the gas phase, from the Open Molecules 2025 dataset.

Element x y z (Å)
C (0.53105, 0.48193, 0.97687)
C (-0.00178, 0.58318, -1.60444)
C (-0.33709, -0.11064, -0.27970)
C (-1.81014, 0.11700, -0.01967)
N (-5.26854, -0.86954, -0.08580)
N (-2.70182, -0.71437, -0.48114)
O (-6.11724, -0.13742, -0.40713)
O (-5.20280, -1.92366, 0.37341)
O (-2.49825, -1.86000, -0.83080)
O (-3.94314, -0.18880, -0.49716)
Br (-2.48676, 1.82168, 0.42619)
H (0.15745, 1.45070, 1.19968)
H (0.44072, -0.06079, 1.86422)
H (1.56214, 0.39936, 0.64720)
H (-0.74838, 0.19510, -2.26885)
H (0.89883, 0.21994, -1.89900)
H (-0.00630, 1.82154, -1.51526)
H (-0.18328, -1.28905, -0.33090)

The spin multiplicity is 1. The value obtained for the LUMO energy is -0.22 eV. As for the energy above the lowest of the compared OMol25 structures with the same formula, charge and spin: 1.7915 eV. Its structure (SMILES) is CC(C)/C(Br)=[N+](\[O-])O[N+](=O)[O-]. The largest force on an atom comes out at 0.080 hartree/bohr. For the HOMO-LUMO gap, the calculation gives 0.31605 Ha. The charge is 0.

Results of the natural (NBO) charge analysis, in e, for atoms 1 through 5:
1. C -0.60
2. C -0.59
3. C -0.27
4. C 0.08
5. N 0.76



(6)
The following is a quantum chemistry calculation of C15H11F5N2RhS2Si as an isolated structure, from the Open Molecules 2025 dataset.

Element x y z (Å)
Rh (0.79787, 0.94709, -0.10581)
S (0.53557, 0.85047, -2.33814)
C (1.78707, -0.14321, -3.03072)
C (1.80235, -0.50551, -4.37437)
C (2.83172, -1.28926, -4.87534)
C (2.82722, -1.66299, -6.25926)
N (2.82205, -1.94899, -7.37302)
C (3.86981, -1.70753, -4.01718)
C (3.84806, -1.33976, -2.68061)
C (2.80419, -0.56411, -2.18236)
S (2.73394, -0.08095, -0.50983)
C (4.95005, -2.51244, -4.50822)
N (5.82624, -3.15537, -4.88352)
H (1.00582, -0.18012, -5.03074)
H (4.64507, -1.66100, -2.02208)
C (-2.81327, 0.14586, 4.49082)
Si (-3.10419, -0.37696, 2.70905)
C (-3.32183, -2.24353, 2.63731)
C (-4.65744, 0.45985, 2.05737)
C (-1.68268, 0.12277, 1.68502)
C (-0.72886, 0.44306, 0.99274)
H (-3.62873, -0.18648, 5.13841)
H (-2.73808, 1.23241, 4.56249)
H (-1.87961, -0.27573, 4.86736)
H (-4.14304, -2.56938, 3.28071)
H (-2.41001, -2.74964, 2.95937)
H (-3.53778, -2.56507, 1.61680)
H (-5.53357, 0.18206, 2.64865)
H (-4.84036, 0.17426, 1.01991)
H (-4.55019, 1.54544, 2.09266)
F (1.15058, 1.63961, 2.69329)
C (1.28421, 2.15638, 1.41967)
F (2.61193, 2.51055, 1.30448)
C (0.53137, 3.50019, 1.49010)
F (-0.79106, 3.33684, 1.57523)
F (0.91202, 4.23015, 2.55556)
F (0.78355, 4.24106, 0.39421)

The spin multiplicity is 1. The value obtained for the LUMO energy (alpha / beta) is 1.04 / 1.04 eV. As for the energy above the lowest of the compared OMol25 structures with the same formula, charge and spin: 0.3128 eV. The largest force on an atom comes out at 0.025 hartree/bohr. For the HOMO-LUMO gap (alpha / beta), the calculation gives 0.24219 / 0.24217 Ha. The charge is -1.

Results of the natural (NBO) charge analysis, in e, for atoms 1 through 5:
1. Rh 0.38
2. S -0.03
3. C -0.21
4. C -0.15
5. C -0.17